Density functional theory data (ωB97M-V/def2-TZVPD) for C52H36Br3CoF3NO5S2 as an isolated structure.

XYZ file:
```
103
Properties=species:S:1:pos:R:3:forces:R:3
Br 3.513 -3.070 -3.751 -0.01 0.00 0.01
Br 0.855 1.652 -4.188 -0.02 -0.02 -0.05
Br -0.028 -6.212 -6.746 -0.01 0.00 0.00
Co -0.503 -2.557 -0.624 -0.20 0.21 0.20
S 1.406 -1.280 1.683 -0.06 0.04 0.01
S -1.122 0.378 0.515 0.05 0.15 -0.05
F -0.220 -5.114 0.634 -0.08 0.01 0.05
F -2.298 -4.523 0.839 0.04 0.01 0.01
F -0.793 -3.616 2.105 -0.04 -0.07 -0.05
O 1.099 -2.962 -1.907 0.13 -0.23 -0.13
O -0.409 -1.385 -3.933 -0.06 -0.12 0.15
O -1.092 -0.979 -1.818 0.06 -0.24 0.10
O -1.766 -0.939 0.833 0.00 -0.20 0.00
O 1.403 -2.360 0.643 -0.04 -0.01 -0.15
N -1.406 -3.841 -2.233 0.02 0.07 -0.09
C 1.544 -4.615 -5.064 -0.03 -0.01 0.01
C 5.109 -1.936 3.195 -0.01 0.00 0.01
C 1.754 4.888 -0.130 0.01 0.02 -0.05
C 2.743 -0.050 -0.397 0.02 0.04 -0.05
C 2.531 4.695 -1.294 -0.01 0.01 0.03
C -2.392 1.531 0.060 -0.05 0.02 0.03
C 2.802 -1.508 2.757 0.04 0.01 0.05
C 2.721 2.765 5.087 -0.01 0.01 0.03
C 2.003 0.160 0.784 -0.01 -0.04 0.03
C -1.021 -3.992 0.800 0.20 0.03 -0.05
C -5.331 4.419 -1.079 0.00 0.01 0.00
C -0.694 1.085 2.115 -0.11 0.02 -0.01
C 1.561 1.398 1.162 0.03 0.05 -0.05
C -3.123 2.751 -4.416 0.03 0.01 -0.01
C 4.900 -1.729 4.562 0.01 0.00 -0.01
C -3.030 -5.018 -3.503 0.03 0.00 -0.01
C -4.669 2.235 -0.018 0.01 0.00 -0.03
C 1.789 2.763 6.148 0.03 0.01 -0.02
C 2.343 2.375 3.835 -0.04 -0.02 -0.03
C -0.490 -4.180 -3.149 0.06 0.07 0.03
C -0.771 -4.947 -4.279 -0.04 0.03 -0.04
C -1.242 1.484 4.411 -0.03 -0.02 -0.04
C -1.999 2.663 -0.636 -0.03 0.04 0.04
C -2.095 -5.399 -4.424 0.00 -0.01 0.02
C -1.622 1.053 3.177 0.03 0.05 0.03
C 1.011 1.962 3.580 0.07 -0.01 0.01
C -1.689 0.540 -3.490 -0.05 -0.01 -0.04
C 0.282 -5.166 -5.221 0.04 -0.01 -0.01
C -4.299 3.399 -0.687 -0.02 -0.01 0.00
C 0.850 -3.609 -2.926 -0.03 -0.01 0.00
C 2.978 3.449 -1.622 0.01 -0.03 0.04
C 0.080 1.948 4.644 0.01 0.01 0.03
C -2.956 3.598 -0.994 0.02 -0.02 -0.02
C 2.676 2.332 -0.804 0.01 0.03 0.00
C 3.621 -1.423 5.004 -0.01 0.00 0.00
C -3.723 1.295 0.358 0.00 -0.03 -0.04
C -2.667 -4.198 -2.417 -0.03 0.04 0.01
C 1.448 3.833 0.679 0.00 -0.06 0.03
C 6.049 -1.834 5.525 0.01 0.00 0.00
C -3.713 -3.667 -1.490 0.00 0.01 0.01
C 4.073 -1.823 2.291 -0.02 -0.04 -0.01
C 3.077 1.022 -1.169 0.00 -0.04 0.05
C -1.741 2.722 -4.531 -0.03 0.04 -0.01
C 0.502 2.365 5.930 -0.03 -0.01 -0.01
C 1.907 2.527 0.368 -0.02 0.06 -0.03
C -1.040 1.617 -4.075 0.01 0.03 0.06
C -3.789 1.696 -3.809 0.01 -0.02 0.05
C 2.565 -1.320 4.107 0.04 0.01 -0.01
C -0.979 -0.727 -3.065 0.15 0.08 -0.10
C -3.071 0.610 -3.336 -0.02 0.03 -0.04
C 1.833 -3.847 -3.956 -0.02 0.02 0.03
C 0.596 1.513 2.292 0.00 0.02 0.07
H -3.302 -2.904 -0.834 0.00 0.00 -0.01
H -4.116 -4.466 -0.868 0.00 0.00 0.00
H -0.216 2.356 6.741 0.00 0.00 0.01
H -3.573 -0.210 -2.838 -0.02 -0.01 0.00
H -4.063 -5.320 -3.608 -0.01 0.00 0.00
H 0.845 3.982 1.566 -0.01 0.01 0.01
H 6.585 -2.775 5.394 0.00 -0.01 0.00
H 2.101 3.077 7.135 0.00 0.00 0.01
H -4.007 0.374 0.853 0.03 -0.02 0.01
H -6.288 3.947 -1.305 0.00 0.00 0.00
H 3.561 3.291 -2.520 0.00 0.00 -0.01
H 3.741 3.074 5.272 0.01 0.00 0.00
H -1.940 1.462 5.239 0.00 0.00 0.01
H 3.060 2.370 3.024 0.00 0.00 -0.01
H -4.865 1.723 -3.696 -0.01 0.00 0.00
H 5.707 -1.777 6.557 0.00 0.00 0.00
H 2.301 -4.784 -5.815 0.00 -0.01 0.00
H 3.441 -1.272 6.061 0.00 0.00 0.01
H 6.765 -1.026 5.361 0.01 0.00 0.00
H 6.101 -2.189 2.842 0.01 0.00 0.00
H 3.621 0.881 -2.095 0.00 0.00 -0.01
H 4.241 -1.989 1.235 -0.02 0.00 -0.02
H -5.012 4.984 -1.954 0.00 0.00 0.00
H -2.658 4.480 -1.549 0.00 0.01 0.00
H -5.716 2.058 0.201 -0.01 0.00 0.00
H -2.368 -6.015 -5.270 0.00 0.00 0.00
H -0.958 2.807 -0.905 0.03 0.01 0.00
H -2.614 0.660 3.001 -0.02 0.01 -0.01
H 1.563 -1.091 4.453 -0.02 0.01 0.01
H -5.499 5.131 -0.267 0.00 0.01 -0.01
H -1.206 3.550 -4.976 0.00 0.00 0.00
H 1.396 5.879 0.117 0.00 0.01 0.01
H -4.530 -3.244 -2.078 -0.01 0.00 0.00
H 2.967 -1.064 -0.705 0.01 -0.01 0.00
H -3.672 3.605 -4.790 0.00 0.01 0.00
H 2.764 5.540 -1.928 0.00 0.01 -0.01
```
Forces are in eV/Å.

Properties
2S+1 = 5
LUMO energy (spin up / spin down) = -0.00709 / -0.08622 hartree
strongest force on any atom = 0.4 eV Å⁻¹
DFT total energy = -343814.748 eV
net charge = 0

=====

Density functional theory data (ωB97M-V/def2-TZVPD) for C52H38N3O2PtS2 as an isolated structure.

XYZ file:
```
98
Properties=species:S:1:pos:R:3:forces:R:3
Pt 0.313 0.202 -0.435 -0.14 -1.27 -1.02
S -0.680 -2.422 0.339 -0.30 -1.96 0.29
S 0.087 -0.341 2.867 -1.22 -0.72 0.11
O 0.361 -1.893 -0.629 0.62 0.43 -0.49
O 0.869 -0.994 1.789 0.86 -0.24 0.40
N 0.252 2.100 -0.246 0.04 0.64 0.27
N 2.272 0.488 -0.373 1.01 -0.44 -0.14
N -1.668 0.372 -0.498 -1.47 -0.80 -1.54
C 1.463 2.720 -0.190 0.49 0.83 0.31
C -0.946 -1.127 5.176 -0.08 -0.14 0.33
C -1.986 1.562 0.272 -0.14 0.50 0.64
C -3.466 2.001 0.348 -0.02 0.01 0.56
C 1.726 4.074 0.052 -0.64 -0.99 -0.27
C -4.382 1.241 -0.545 0.68 -1.08 -0.61
C 2.333 -5.635 5.165 -0.19 0.27 0.03
C 2.880 -6.647 4.365 0.06 -0.10 -0.30
C 4.922 1.313 -0.310 -0.39 -0.40 0.03
C -3.909 0.275 -1.366 -1.77 1.07 0.51
C 2.664 -6.632 3.016 0.06 -0.15 0.19
C -2.769 4.240 -0.497 -1.90 -0.60 0.63
C -1.536 -5.176 4.276 -0.15 -0.28 0.01
C 3.255 -0.402 -0.416 -0.79 0.16 0.07
C -2.077 -4.049 -3.087 -0.16 -0.08 0.15
C 1.534 -4.668 4.619 0.19 -0.10 0.25
C -1.419 3.852 -0.607 1.68 -1.56 0.36
C -2.667 -5.449 6.382 -0.07 0.23 0.22
C -1.259 -3.466 -2.140 0.27 0.09 -0.02
C 4.592 -0.022 -0.402 0.52 0.64 0.04
C -0.497 -2.998 3.673 0.04 0.57 0.24
C -1.646 -3.441 -0.808 0.11 0.28 0.08
C -2.431 -4.140 6.692 -0.07 -0.18 0.03
C -0.995 2.612 -0.183 -0.75 1.82 -0.89
C 3.896 2.278 -0.206 -0.39 -0.03 0.03
C -3.967 -0.751 2.132 -0.64 0.60 -0.04
C -2.233 -5.963 5.152 0.10 0.04 -0.25
C -1.746 -3.297 5.794 0.12 -0.13 -0.27
C -3.665 -4.591 -1.379 0.04 -0.01 0.01
C -1.630 -0.075 2.257 0.22 -0.20 0.49
C -3.493 1.645 1.893 -0.19 0.19 -0.17
C -4.416 0.517 2.156 0.01 -0.69 -0.16
C -1.250 -3.828 4.574 -0.28 0.25 0.17
C 1.661 -5.603 1.026 -0.13 0.25 -0.15
C 0.309 -3.723 2.652 0.09 -0.07 -0.31
C 3.037 4.522 0.135 0.95 -0.38 0.03
C -4.191 -5.179 -3.774 -0.07 0.00 -0.02
C -2.854 -4.000 -0.424 0.09 0.04 0.12
C 0.906 -4.614 0.471 0.19 -0.32 -0.12
C 1.226 -4.664 3.238 0.22 -0.21 -0.39
C 4.106 3.658 -0.005 -0.14 0.44 0.03
C 2.564 1.811 -0.270 0.41 0.78 -0.03
C -2.565 -0.156 -1.296 2.18 0.41 1.27
C 1.853 -5.642 2.422 -0.11 0.22 0.18
C -1.979 1.304 1.837 0.31 0.03 -0.45
C -0.445 -1.656 3.972 0.26 0.08 -0.05
C -3.723 3.422 0.013 0.58 1.35 -0.59
C -1.538 -1.935 6.096 0.09 0.17 -0.22
C 0.214 -3.696 1.276 -0.24 0.21 0.11
C -5.857 0.848 2.355 0.02 -0.07 -0.01
C -2.567 -1.040 2.251 0.76 0.43 0.34
C -3.297 -4.608 -2.721 0.08 0.01 0.00
H -0.801 -0.073 5.361 -0.08 0.14 0.10
H -4.653 -1.582 2.204 -0.17 -0.05 0.04
H 2.958 -1.440 -0.445 -0.08 -0.04 -0.06
H -0.723 4.514 -1.096 0.12 0.05 0.09
H -4.601 -5.041 -1.081 -0.10 -0.01 0.05
H 5.115 4.028 0.067 0.17 0.06 -0.02
H 0.915 4.766 0.203 -0.10 0.04 -0.05
H -1.213 -5.586 3.332 0.04 -0.10 -0.08
H -6.102 1.817 1.925 -0.13 0.07 -0.03
H 3.486 -7.418 4.818 0.07 -0.06 -0.01
H -6.072 0.889 3.424 -0.08 0.08 0.02
H -5.422 1.520 -0.537 -0.21 0.03 -0.13
H 2.544 -5.622 6.224 0.01 0.05 0.07
H -6.487 0.080 1.912 -0.13 0.00 0.02
H 1.145 -3.892 5.260 -0.03 0.02 0.04
H -2.772 -3.717 7.625 -0.07 -0.01 0.10
H -2.457 -6.988 4.898 0.02 -0.10 -0.06
H 5.357 -0.780 -0.451 0.05 -0.08 -0.02
H -3.730 2.510 2.513 -0.06 0.07 -0.03
H -1.869 -1.556 7.050 -0.06 0.12 0.11
H -2.310 -2.064 2.482 -0.05 0.07 0.17
H -0.325 -3.007 -2.432 0.02 0.03 0.00
H -3.204 -6.084 7.069 -0.04 -0.06 0.09
H 2.133 -6.353 0.410 0.08 -0.04 -0.11
H 3.105 -7.384 2.379 0.06 -0.08 -0.06
H 3.214 5.570 0.330 0.07 0.02 -0.02
H -3.597 -5.583 -4.590 -0.06 -0.08 -0.08
H -4.830 -4.396 -4.184 -0.05 -0.02 -0.04
H -4.567 -0.216 -2.067 -0.01 -0.07 -0.04
H -4.739 3.768 0.109 -0.23 0.03 -0.04
H 5.951 1.633 -0.299 0.17 0.02 0.03
H -1.777 -4.066 -4.125 0.07 0.02 -0.07
H -3.158 -3.968 0.611 -0.10 -0.04 0.16
H -4.829 -5.961 -3.373 -0.06 -0.07 -0.02
H -1.357 2.039 2.350 0.00 0.07 -0.09
H 0.803 -4.533 -0.599 0.02 -0.09 -0.17
H -3.041 5.220 -0.854 -0.12 0.18 0.11
H -2.248 -0.990 -1.909 0.14 -0.01 -0.01
```
Forces are in eV/Å.

Properties
LUMO energy = -0.11277 hartree
strongest force on any atom = 2.6 eV Å⁻¹
DFT total energy = -88015.743 eV
net charge = +1

=====

Computed values of energy relative to the best compared isomer or geometry (same formula, charge and spin) (unit: kcal per mole) for the preceding records, in sequence: 0.0, 49.4.